(1)
{
  "formula": "C2H4ClO2S",
  "method": "wB97M-V/def2-TZVPD",
  "species": ["C", "C", "O", "O", "S", "Cl", "H", "H", "H", "H"],
  "xyz": [[0.137150, 0.199140, -0.177616], [-0.785057, -0.564730, 0.689580], [-2.506042, -1.044526, -1.256703], [-1.022231, -1.928958, 0.498411], [-2.434311, -0.957309, 0.168657], [-3.415267, 1.186273, 0.291519], [-0.248659, 0.065918, -1.120295], [1.124115, -0.128863, -0.023444], [-0.012657, 1.231283, -0.141024], [-0.701069, -0.305818, 1.798223]],
  "atomic_forces_ev_per_a": [[-1.0, -0.9, 0.7], [-1.1, 0.8, 2.6], [-0.2, 0.0, -2.5], [1.1, -1.3, 0.0], [0.6, -0.4, 2.0], [-0.6, 1.3, 0.2], [-0.2, -1.1, -2.8], [1.4, -0.2, -0.2], [0.1, 1.9, 1.2], [-0.2, -0.1, -1.2]],
  "de_lowest_kj_mol": 40.22,
  "total_energy_ev": -29591.68407,
  "charge": -1
}

***

(2)
{
  "formula": "C50H76ClF4N2O19",
  "method": "wB97M-V/def2-TZVPD",
  "species": ["C", "C", "C", "C", "C", "C", "C", "C", "C", "C", "C", "C", "C", "C", "C", "C", "C", "C", "C", "C", "Cl", "C", "C", "F", "F", "C", "F", "F", "C", "C", "N", "O", "C", "N", "H", "H", "H", "H", "H", "H", "H", "H", "H", "H", "H", "H", "H", "H", "H", "H", "H", "H", "H", "H", "H", "H", "H", "H", "H", "H", "H", "H", "H", "H", "H", "H", "H", "H", "H", "H", "H", "H", "H", "H", "C", "C", "C", "O", "C", "O", "O", "H", "H", "H", "H", "H", "H", "C", "C", "C", "O", "C", "O", "O", "H", "H", "H", "H", "H", "H", "C", "C", "C", "O", "C", "O", "O", "H", "H", "H", "H", "H", "H", "C", "C", "C", "O", "C", "O", "O", "H", "H", "H", "H", "H", "H", "C", "C", "C", "O", "C", "O", "O", "H", "H", "H", "H", "H", "H", "C", "C", "C", "O", "C", "O", "O", "H", "H", "H", "H", "H", "H"],
  "xyz": [[4.288083, 1.735348, 4.977877], [5.430530, 1.962638, 3.961798], [4.940264, 1.650637, 2.532533], [4.734541, 0.137754, 2.344958], [4.817520, -0.196168, 0.846477], [4.361353, -1.625423, 0.418237], [3.875488, -2.518933, 1.547667], [3.186884, -3.807876, 1.031389], [1.678400, -3.679457, 0.758745], [0.740715, -4.290483, 1.803750], [-0.621584, -4.663654, 1.189066], [-1.610426, -3.500362, 0.931146], [-1.917247, -3.331006, -0.574533], [-3.116923, -2.399192, -0.885358], [-2.805835, -0.987165, -1.483876], [-1.763714, -0.262907, -0.699092], [-2.061072, 0.370531, 0.519346], [-3.487122, 0.377776, 1.028187], [-4.159061, 1.758830, 0.750247], [-5.189277, 1.656270, -0.368779], [-5.020618, 2.366065, 2.202490], [-1.012264, 0.974436, 1.212050], [-1.090624, 1.691579, 2.550461], [-2.286368, 1.643366, 3.150842], [-0.758226, 2.992837, 2.378615], [-0.093252, 1.058433, 3.573513], [-0.030254, -0.278840, 3.383406], [1.123557, 1.621422, 3.511998], [0.264779, 0.975251, 0.649287], [0.507216, 0.380660, -0.538126], [-0.504646, -0.221309, -1.170197], [-0.295078, -0.804362, -2.431678], [0.784649, -1.557085, -2.532026], [1.503822, -2.445418, -2.676550], [4.239034, 2.561259, 5.689201], [4.408833, 0.811706, 5.541875], [3.320737, 1.701977, 4.473708], [5.817994, 2.977239, 4.023065], [6.198464, 1.218616, 4.177699], [3.999950, 2.174961, 2.377178], [5.648934, 2.018574, 1.797128], [3.754046, -0.087977, 2.763042], [5.507862, -0.420811, 2.873638], [4.179300, 0.530134, 0.319893], [5.826409, 0.004167, 0.486651], [5.201224, -2.074963, -0.112569], [3.568593, -1.523429, -0.330452], [4.750308, -2.864322, 2.102410], [3.163652, -2.012410, 2.204829], [3.432409, -4.654871, 1.671030], [3.654700, -4.020447, 0.064072], [1.426612, -2.616766, 0.637842], [1.457869, -4.132038, -0.208836], [1.197318, -5.218972, 2.150906], [0.592858, -3.604246, 2.640317], [-0.475294, -5.161876, 0.228038], [-1.065988, -5.395680, 1.865326], [-2.564823, -3.779909, 1.389602], [-1.308134, -2.576636, 1.437564], [-0.997661, -3.052498, -1.093135], [-2.195645, -4.329384, -0.913232], [-3.667749, -2.289881, 0.046866], [-3.782904, -2.917585, -1.572530], [-3.743065, -0.442410, -1.416437], [-2.562336, -1.062024, -2.538399], [-3.537665, 0.134724, 2.083854], [-4.114391, -0.349745, 0.524096], [-3.420012, 2.504527, 0.454053], [-6.079497, 1.169051, 0.028179], [-5.510638, 2.648527, -0.678553], [-4.809638, 1.157938, -1.260212], [-0.504531, 1.236115, 4.571246], [1.080940, 1.470897, 1.155273], [1.499844, 0.421952, -0.969009], [-8.495408, 7.086449, -2.304174], [-8.641630, 5.969704, -1.302023], [-7.418835, 5.094268, -1.145268], [-7.993180, 3.837073, -0.768005], [-9.248988, 3.791186, -1.277022], [-9.921503, 2.811859, -1.314466], [-9.621534, 5.007207, -1.737350], [-9.404953, 7.684736, -2.345862], [-7.663446, 7.737595, -2.035777], [-8.327411, 6.684739, -3.304012], [-8.966191, 6.366444, -0.336282], [-6.737848, 5.447102, -0.374545], [-6.865316, 4.959811, -2.077162], [0.472678, 3.651468, -1.333389], [-0.663075, 4.142224, -2.186635], [-0.945011, 5.621137, -2.062450], [-2.350363, 5.684132, -2.346096], [-2.894943, 4.498113, -2.019866], [-4.063600, 4.284195, -1.966501], [-1.927327, 3.574707, -1.766251], [0.632866, 2.590463, -1.494228], [1.383250, 4.197661, -1.588993], [0.248668, 3.786788, -0.272269], [-0.503525, 3.860556, -3.230923], [-0.386663, 6.223321, -2.773425], [-0.773086, 6.002233, -1.053544], [-8.436958, -1.919391, -4.058044], [-8.216804, -1.631248, -2.595324], [-7.339362, -0.432730, -2.310538], [-6.740860, -0.790187, -1.054399], [-6.725823, -2.144145, -0.976124], [-6.132549, -2.752739, -0.141797], [-7.464476, -2.690192, -1.961075], [-9.094639, -2.778422, -4.183867], [-8.888897, -1.060850, -4.554280], [-7.493180, -2.161303, -4.548854], [-9.173880, -1.547177, -2.075556], [-7.895617, 0.497123, -2.216366], [-6.546050, -0.306322, -3.052505], [5.018173, -4.416387, -3.757591], [6.379697, -4.673552, -3.142519], [6.631029, -6.123213, -2.777169], [7.554257, -6.018387, -1.692203], [7.356279, -4.823953, -1.099166], [7.825296, -4.495677, -0.059642], [6.538285, -4.042426, -1.851140], [4.899955, -3.370304, -4.040557], [4.899729, -5.032493, -4.648931], [4.217653, -4.646660, -3.052933], [7.163054, -4.290300, -3.802511], [7.073021, -6.696827, -3.587975], [5.730312, -6.631056, -2.423906], [5.445205, 8.850776, -4.049161], [4.890845, 8.261282, -2.777625], [5.791903, 7.255676, -2.097601], [4.844421, 6.398510, -1.439693], [3.689409, 6.459487, -2.133189], [2.759443, 5.727720, -1.968767], [3.722004, 7.455088, -3.039908], [4.751980, 9.579668, -4.467092], [6.396900, 9.346565, -3.859569], [5.589704, 8.074574, -4.801437], [4.598272, 9.055348, -2.086050], [6.465780, 7.703734, -1.372405], [6.369150, 6.656999, -2.805304], [3.601846, -7.316070, 6.747335], [2.966276, -6.742359, 5.506353], [1.673342, -7.407401, 5.089550], [1.679761, -7.221064, 3.667769], [2.976085, -7.113284, 3.275984], [3.338838, -7.138586, 2.144785], [3.787966, -6.972430, 4.347735], [4.512753, -6.773051, 6.996769], [2.918018, -7.254366, 7.594018], [3.881206, -8.357914, 6.588087], [2.833318, -5.661638, 5.611563], [0.794280, -6.942434, 5.529521], [1.657826, -8.478899, 5.300665]],
  "atomic_forces_ev_per_a": [[0.1, 0.4, 0.0], [-0.8, -0.7, -0.3], [0.5, -0.3, 0.8], [0.1, 0.8, -0.8], [-0.9, -0.2, 0.0], [0.1, 0.8, 0.0], [-0.1, -1.1, -0.2], [0.3, 0.6, -0.7], [0.1, 0.2, 0.1], [-0.1, -0.2, -0.9], [0.1, 0.4, 0.4], [-0.5, -0.5, -0.1], [-0.1, 0.2, 0.5], [0.8, -0.2, 0.2], [-0.4, -0.8, 0.2], [-0.6, -0.2, -0.5], [0.0, -0.1, 0.6], [-0.4, 0.5, -0.2], [-0.1, -0.1, -0.5], [-0.4, 0.6, 0.4], [0.2, 0.0, -0.1], [-0.2, 0.1, -0.5], [0.7, -0.4, 0.2], [-0.1, 0.0, -0.2], [-0.1, 0.0, -0.1], [-0.9, 0.4, 1.0], [0.3, 0.1, -0.3], [0.2, -0.3, -0.5], [-0.1, 0.2, 0.7], [0.8, 0.0, -0.2], [-0.1, -0.2, 0.4], [0.3, 0.5, -0.1], [-0.8, -0.8, 0.4], [0.4, 0.6, 0.0], [0.0, -0.1, 0.1], [0.0, 0.0, 0.0], [0.0, 0.0, 0.0], [0.1, -0.1, 0.1], [0.4, 0.5, 0.1], [-0.2, 0.1, -0.2], [0.2, 0.1, -0.1], [0.1, -0.4, 0.0], [-0.1, 0.0, 0.2], [0.1, 0.0, 0.0], [0.1, 0.0, 0.1], [-0.1, -0.4, 0.1], [-0.1, -0.1, 0.0], [-0.1, 0.4, 0.4], [0.3, 0.1, 0.1], [-0.3, 0.0, 0.0], [0.1, -0.2, 0.1], [0.0, 0.1, -0.1], [0.0, -0.1, 0.0], [0.0, 0.1, 0.2], [0.1, -0.1, 0.2], [0.2, -0.2, 0.1], [-0.2, 0.0, -0.1], [0.0, 0.2, 0.1], [0.2, 0.1, -0.2], [0.0, 0.0, -0.2], [0.2, 0.0, -0.2], [-0.2, 0.1, -0.1], [-0.1, 0.2, -0.1], [0.1, 0.2, -0.1], [0.2, 0.0, 0.0], [0.2, 0.0, 0.0], [0.2, -0.2, 0.0], [0.1, 0.1, 0.3], [0.2, -0.3, -0.2], [0.2, 0.1, 0.0], [0.0, -0.1, 0.1], [0.1, 0.0, 0.0], [0.1, 0.0, 0.0], [-0.2, -0.3, -0.3], [-0.3, 0.0, -0.2], [0.2, 0.3, -0.2], [0.2, 0.1, 0.1], [0.0, 0.0, -0.1], [-0.1, 0.1, 0.0], [0.0, -0.1, -0.1], [0.1, -0.1, 0.2], [0.0, 0.0, 0.1], [0.0, 0.0, 0.0], [0.1, 0.0, 0.0], [0.0, -0.1, 0.0], [0.0, -0.2, 0.1], [0.0, 0.1, 0.0], [-0.1, 0.0, 0.1], [0.3, 0.0, 0.2], [0.1, 0.1, -0.1], [0.0, -0.1, 0.1], [0.0, 0.1, -0.1], [-0.1, -0.1, 0.1], [-0.1, 0.1, -0.1], [0.1, 0.0, -0.2], [-0.1, -0.1, 0.1], [0.0, 0.1, 0.0], [-0.1, 0.1, 0.0], [-0.1, 0.0, -0.1], [0.0, -0.1, 0.0], [0.1, -0.4, 0.0], [-0.1, 0.1, -0.4], [-0.1, 0.2, 0.1], [0.1, -0.3, -0.2], [-0.2, -0.1, 0.1], [0.1, 0.0, 0.0], [0.0, 0.1, 0.1], [-0.1, 0.1, 0.0], [0.0, 0.0, 0.1], [0.0, 0.1, 0.0], [0.1, 0.0, 0.1], [0.0, 0.0, 0.2], [0.0, -0.1, -0.1], [0.0, 0.3, 0.4], [-0.4, -0.1, 0.0], [0.1, -0.1, -0.2], [-0.1, 0.0, -0.1], [0.0, 0.2, 0.2], [0.0, 0.1, 0.0], [0.0, 0.0, -0.3], [0.1, 0.0, 0.0], [0.0, 0.0, 0.0], [0.1, -0.1, 0.0], [0.1, 0.0, 0.1], [0.1, 0.0, 0.1], [-0.1, 0.1, 0.0], [-0.3, -0.1, -0.2], [0.3, 0.2, -0.3], [0.1, 0.0, 0.1], [-0.1, -0.1, -0.1], [0.1, 0.1, -0.1], [0.0, 0.1, 0.0], [-0.1, -0.1, 0.2], [0.0, 0.1, 0.0], [0.0, 0.0, 0.1], [0.1, 0.0, 0.1], [0.0, -0.1, 0.1], [-0.1, -0.1, 0.1], [0.0, 0.0, -0.1], [0.3, 0.0, -0.1], [0.1, -0.2, 0.4], [-0.2, 0.1, 0.0], [0.1, 0.0, 0.1], [0.1, -0.1, 0.0], [-0.1, 0.0, 0.0], [-0.1, 0.1, -0.1], [0.0, 0.0, 0.0], [0.0, 0.0, 0.0], [-0.1, 0.0, 0.0], [0.0, 0.0, -0.1], [0.0, 0.0, -0.2], [0.1, 0.0, 0.0]],
  "de_lowest_kj_mol": 0.00,
  "total_energy_ev": -118351.16600,
  "charge": 1
}

***

(3)
{
  "formula": "C4H9BO",
  "method": "wB97M-V/def2-TZVPD",
  "species": ["C", "C", "O", "H", "H", "C", "B", "C", "H", "H", "H", "H", "H", "H", "H"],
  "xyz": [[0.679415, 2.961632, -0.668745], [1.880591, 2.902054, -0.250647], [2.999057, 2.931849, 0.109545], [0.162821, 1.993395, -0.898955], [0.379948, 3.810316, -1.151018], [0.366864, 0.007165, 1.181440], [0.560709, -0.922075, -0.093610], [-0.829965, -1.568193, -0.562704], [1.126154, 0.743045, 1.307960], [0.452951, -0.475492, 2.145639], [-0.618241, 0.535249, 1.156149], [1.622264, -1.017437, -0.665680], [-1.707251, -1.214296, -0.138688], [-0.895579, -2.595259, -0.121372], [-0.932491, -1.444375, -1.665666]],
  "atomic_forces_ev_per_a": [[-1.9, -3.3, -0.4], [4.0, 0.4, 1.1], [-1.7, -0.3, -0.3], [0.4, 1.2, 0.5], [-0.9, 2.1, -1.0], [-0.3, 0.3, -0.5], [-1.6, 0.5, 0.9], [2.2, -0.9, -1.0], [0.7, 0.9, -0.2], [-0.3, -0.8, 0.2], [0.7, -0.5, 0.1], [-0.4, -0.2, 0.1], [-1.5, 1.6, 1.0], [0.5, 0.1, -1.2], [0.0, -1.0, 0.6]],
  "de_lowest_kj_mol": 283.21,
  "smiles": "C=C=O.CBC",
  "total_energy_ev": -7015.56479
}

***

(4)
{
  "formula": "C5H4S2",
  "method": "wB97M-V/def2-TZVPD",
  "species": ["S", "C", "C", "C", "C", "S", "C", "H", "H", "H", "H"],
  "xyz": [[2.302463, 0.202167, -0.716984], [0.797009, -0.271362, -0.287634], [-0.098152, -1.200088, -0.985076], [-1.247469, -1.385888, -0.375773], [-1.272219, -0.564360, 0.845317], [-1.455877, 1.282817, 0.637534], [0.020385, 0.196817, 0.862952], [0.225707, -1.666440, -1.935687], [-1.997501, -2.098109, -0.644897], [-1.630358, -0.903601, 1.753221], [0.659451, 0.257686, 1.739854]],
  "atomic_forces_ev_per_a": [[-0.8, -0.4, 0.3], [0.2, 0.6, -1.4], [1.9, -0.7, -2.3], [-0.3, 0.0, 0.9], [0.9, 1.8, -0.7], [0.8, -1.1, 0.0], [-0.4, -0.1, 1.0], [-0.3, 0.3, 0.7], [-0.5, 0.0, -0.2], [-0.9, -0.8, 1.6], [-0.6, 0.5, 0.3]],
  "de_lowest_kj_mol": 73.50,
  "smiles": "S=C1C=C[C@@H]2S[C@H]12",
  "total_energy_ev": -26918.51008
}

***

| no. | gap between HOMO and LUMO (eV) |
| --- | --- |
| 1 | 8.5 |
| 2 | 7.9 |
| 3 | 10.2 |
| 4 | 7.6 |